(1)
64
Properties=species:S:1:pos:R:3:forces:R:3:mulliken_charge:R:1 method="wB97M-V/def2-TZVPD" homo_lumo_gap_ev=8.84 smiles="COc1ccc(F)c(CN2CCC(n3nccc3NC(=O)CCCc3ccccc3)CC2)c1" homo_energy_ha=-0.3044 de_lowest_kj_mol=9.93
C 3.27958 -1.50752 0.61399 0.490 0.098 -0.015 0.300
C 5.59856 3.87134 -0.31685 0.089 0.057 -0.042 -0.621
N 2.81479 -2.60336 -0.05279 -0.055 -0.270 -0.359 0.067
H -2.17040 2.48423 0.19273 -0.027 -0.061 -0.105 0.364
C -6.27824 -1.93602 -0.75225 0.059 -0.134 -0.058 -0.753
C 1.69020 -3.37807 0.24842 -0.117 -0.499 0.203 0.489
H 5.32335 -0.00901 -1.72911 -0.009 -0.042 -0.046 0.446
C 0.27582 -5.02618 0.56185 0.157 0.205 -0.138 -0.424
H -2.54803 2.03714 -1.48013 0.070 0.026 0.084 0.483
H 3.22035 1.25539 -2.25140 -0.081 -0.017 0.037 0.613
C -2.64138 1.71075 -0.43806 0.111 0.094 -0.030 -1.311
C -1.86035 0.01945 1.08086 -0.034 -0.283 0.065 -0.781
F -4.14769 3.85180 0.66325 -0.014 -0.054 -0.023 -0.357
H 5.22096 2.74620 -2.09512 0.015 -0.008 -0.120 0.399
C -0.15464 -1.03954 -0.96223 0.101 0.215 0.167 -0.678
C -6.15728 0.33285 -0.05033 0.096 0.246 0.035 0.731
H -1.15777 0.67699 1.62518 -0.062 0.062 -0.014 0.280
H 5.77518 4.81801 1.59530 0.032 0.062 0.042 0.374
C -4.10638 1.61218 -0.10575 -0.138 0.441 0.173 -0.208
H 0.03687 1.05537 -0.46068 -0.024 0.036 -0.032 0.445
H -5.87178 -1.76119 -1.75328 0.013 -0.005 0.035 0.313
C 4.38580 3.18877 1.63164 0.027 0.049 0.082 -0.794
H 5.29944 -1.78928 -0.05379 0.028 -0.006 0.042 0.402
C -1.37702 -1.42359 1.16368 0.110 0.184 0.046 -0.692
O 2.69509 -0.99337 1.54230 -0.044 0.074 0.251 -0.665
H 3.07001 1.52160 1.38128 -0.079 -0.094 0.032 0.347
H 3.45297 -3.05113 -0.69545 -0.092 0.174 0.051 0.318
C 4.35589 -0.31839 -1.32768 -0.096 0.019 0.037 -0.895
H 4.97539 -0.23455 0.73612 -0.020 -0.140 0.037 0.443
H 6.30917 4.52892 -0.79648 0.046 0.055 -0.036 0.375
H -7.87984 1.34517 0.70264 -0.138 -0.004 0.036 0.438
H 2.49328 0.61394 -0.77124 -0.105 0.028 -0.048 -1.091
O -6.90864 -0.78453 -0.24277 -0.167 0.168 0.090 -0.472
H 4.14872 3.30994 2.67846 -0.023 0.012 0.084 0.408
H 0.71045 -0.92560 1.01901 -0.173 -0.181 -0.123 -0.060
H -0.20740 -5.97505 0.68145 -0.141 -0.177 0.027 0.458
H -2.84118 0.10798 1.55248 0.087 0.002 0.047 0.533
C -0.01968 -1.53862 0.47942 -0.443 0.539 -0.195 0.008
C 4.57838 -0.97413 0.04000 -0.011 0.109 -0.049 -0.908
H -4.24491 -0.39102 -0.75364 0.042 -0.141 -0.030 0.414
N 0.44582 -2.90754 0.49822 0.713 -0.183 -0.043 1.109
C 4.98723 2.86762 -1.04620 -0.005 -0.025 0.006 -0.457
C -4.80360 0.43408 -0.34457 -0.308 -0.178 -0.010 0.108
H 0.80915 -1.07267 -1.47455 0.043 -0.032 -0.019 0.382
C 1.61675 -4.75944 0.27719 0.128 0.320 -0.009 -0.952
C 3.43483 0.90611 -1.23849 0.200 -0.096 -0.087 0.694
H -1.29812 -1.73473 2.20486 -0.023 -0.052 0.031 0.445
H 3.92075 -1.04348 -2.02098 0.071 0.006 -0.042 0.539
C 3.77453 2.18478 0.90072 -0.038 0.030 0.000 0.100
C -6.15225 2.61346 0.71590 0.168 0.024 -0.026 -0.601
H -6.65478 3.47471 1.12625 -0.047 0.099 0.048 0.437
N -0.41058 -3.90811 0.68674 -0.743 -0.262 0.240 -1.258
C -6.82908 1.43629 0.48126 0.056 -0.221 -0.089 -0.536
H 2.41506 -5.45632 0.12380 0.216 -0.104 0.002 0.428
C 4.06898 2.01511 -0.44614 -0.153 0.014 -0.031 0.050
C -0.69083 0.38888 -0.96139 0.046 -0.203 -0.220 -0.967
H -2.08544 -2.08189 0.66219 -0.056 0.021 0.073 0.310
H -0.81060 0.73384 -1.99202 0.041 0.045 0.064 0.435
H -5.47862 -2.28206 -0.09005 -0.001 0.014 -0.030 0.316
H -7.05586 -2.69614 -0.80698 0.093 0.015 -0.017 0.240
C 5.29871 4.03411 1.02512 0.050 0.071 0.073 -0.418
N -1.98374 0.42393 -0.30936 0.024 0.157 -0.024 0.368
H -0.85429 -1.68586 -1.49540 0.007 -0.043 -0.042 0.319
C -4.80166 2.68749 0.42285 0.035 -0.255 -0.089 0.175

***

(2)
52
Properties=species:S:1:pos:R:3:forces:R:3:mulliken_charge:R:1 method="wB97M-V/def2-TZVPD" homo_lumo_gap_ev="7.14 / 7.14" homo_energy_ha="-0.2908 / -0.2908" de_lowest_kj_mol=14.05
C -2.85969 -3.22083 0.73362 0.046 0.074 0.051 -0.863
C -2.38219 0.58655 4.79185 0.078 -0.047 0.058 -1.435
H -1.08738 -3.14500 2.66084 -0.057 0.015 -0.025 0.468
N -1.86306 -1.41159 3.50467 -0.165 0.053 -0.018 -0.074
S -0.36797 2.89414 0.97889 -0.038 -0.307 -0.081 -0.252
C -3.27357 -0.80347 -0.42512 -0.178 -0.105 0.027 -0.381
H 0.68049 3.13329 -3.32802 -0.020 0.065 -0.054 0.480
H 4.39587 -0.15429 -2.56233 0.003 -0.001 -0.011 0.141
O -2.96383 2.07527 1.21519 0.165 -0.311 0.128 -0.541
N -2.42508 -0.88236 0.60178 0.315 0.070 -0.152 0.485
C -3.94208 -1.90798 -0.92724 0.057 0.023 0.081 -0.938
C 0.87499 2.24969 -2.72240 -0.010 0.053 0.124 -0.940
H 1.49629 -2.37444 -1.66462 -0.034 -0.055 0.018 0.257
C 2.59081 3.51992 -1.34555 -0.042 0.017 0.054 -1.282
H 1.92757 3.57529 -0.48399 0.017 0.012 -0.062 0.172
H -4.22423 -4.02543 -0.71449 -0.004 -0.010 -0.009 0.411
S -2.21701 2.80299 0.14735 0.247 0.401 0.193 0.955
P 2.28718 0.46569 -0.06840 -0.100 0.116 0.522 0.392
H -0.35076 -1.63429 2.10868 -0.044 -0.079 0.039 0.106
C 2.32040 -1.91843 -2.20719 0.009 -0.076 -0.118 -1.191
C -1.72366 -0.08573 3.62769 0.020 -0.136 0.048 0.938
H 0.15153 2.22607 -1.90601 0.061 0.003 -0.059 -0.090
H -4.60508 -1.79011 -1.76827 -0.073 0.031 -0.069 0.451
C -3.72580 -3.13995 -0.34372 -0.042 -0.007 -0.037 -0.344
H 5.07702 -1.77982 -2.74110 0.041 -0.035 -0.066 0.458
H -3.40173 0.17670 -0.85288 0.017 0.075 -0.067 0.561
H -3.43477 0.73506 4.55120 -0.055 0.024 -0.025 0.316
H -1.92623 1.56029 4.93631 0.026 0.017 0.003 0.369
Co -1.24580 0.79735 0.87846 -0.872 0.510 -0.186 0.771
H -2.52785 -1.88184 4.09864 0.104 0.006 0.035 0.234
S 0.38949 -0.39699 -0.02752 -0.170 0.168 -0.128 -0.209
O -1.92220 1.68336 -0.83028 0.313 -0.421 0.144 -0.579
H -2.67172 -4.16303 1.22725 0.031 -0.037 0.024 0.415
H 2.43794 4.40703 -1.95763 0.016 0.090 -0.058 0.463
O 3.17568 -0.84602 -0.15992 -0.045 0.095 0.421 -0.471
O -1.06202 0.57230 2.81776 0.217 0.145 -0.293 -0.575
H 2.63620 -2.59807 -2.99893 -0.001 -0.036 -0.040 0.484
C 2.29144 2.30135 -2.18936 -0.007 0.089 -0.101 0.552
H 0.72709 1.36502 -3.34091 -0.002 -0.036 -0.013 0.286
C 4.68634 -1.05616 -2.02693 -0.010 -0.036 -0.094 -1.243
H 3.80840 -2.59892 -0.83264 -0.009 0.053 -0.090 0.356
O 2.58330 1.07186 -1.49618 0.090 -0.252 -0.012 -0.122
C -1.29626 -2.11741 2.36788 0.116 0.004 -0.013 -1.046
O -2.79475 3.98503 -0.39406 -0.124 -0.081 -0.057 -0.644
H -2.30487 -0.00892 5.70068 -0.024 0.003 -0.006 0.411
H 3.62056 3.50618 -0.98927 -0.017 -0.007 -0.002 0.350
S 2.71471 1.52636 1.47858 0.029 -0.018 -0.028 -0.390
H 3.00674 2.25903 -3.01925 -0.135 0.067 0.023 0.135
H 1.96531 -0.99610 -2.66367 -0.004 -0.018 -0.032 0.178
C -2.22043 -2.07776 1.17992 0.010 -0.005 0.068 1.120
C 3.50110 -1.65656 -1.29751 0.174 -0.176 -0.126 0.565
H 5.47351 -0.80433 -1.32185 0.080 0.014 0.071 0.329

***

(3)
77
Properties=species:S:1:pos:R:3:forces:R:3:mulliken_charge:R:1 method="wB97M-V/def2-TZVPD" homo_lumo_gap_ev="5.73 / 5.68" homo_energy_ha="-0.5037 / -0.5024" total_charge=+2
H -0.28552 3.49426 -2.28823 0.076 0.096 -0.032 0.155
C -0.60902 1.94776 -3.76783 0.128 0.130 0.224 -0.735
H -1.84602 -3.62374 -0.70273 -0.196 -0.055 0.000 0.217
H -6.47792 -1.45664 -1.71313 0.032 -0.011 0.027 0.422
C -2.40912 3.13116 -2.39673 0.158 -0.060 0.103 -1.011
H -3.64252 -1.99644 -4.25363 -0.052 -0.057 -0.020 0.481
H -3.72312 -0.30204 -2.28893 0.010 0.091 -0.046 -0.277
H -3.15272 2.82356 -3.12713 -0.143 -0.020 -0.086 0.329
H -2.98902 -1.16364 3.00077 0.094 0.103 -0.028 0.580
C 4.89608 1.19486 -2.65413 -0.022 0.078 0.255 -0.823
H -0.05292 -0.11254 -3.45903 0.000 -0.024 0.146 0.473
H 0.26368 2.16216 -4.38593 0.008 -0.049 -0.096 0.402
C 0.42308 -1.79254 4.77697 -0.281 -0.024 -0.306 0.704
H 3.62358 -2.57124 2.71247 0.079 -0.013 -0.045 0.467
H -1.05232 4.02696 -3.77583 0.130 0.054 0.048 0.395
H 4.07198 3.10946 1.01467 0.084 -0.039 -0.102 0.551
C -4.53252 -0.96464 -2.60383 -0.158 -0.057 -0.099 0.158
C 4.34718 1.47216 -1.41963 0.188 0.039 -0.002 -0.840
H -5.10032 -0.43954 -3.36843 -0.002 0.110 -0.045 0.509
N -4.93852 -2.40364 -0.70343 0.105 -0.246 0.382 -0.129
C 1.64438 -2.08494 5.41017 0.526 -0.120 -0.292 -0.834
H -5.31352 -3.27404 -1.05463 0.231 0.003 0.030 0.393
C -0.75772 -1.54994 5.51287 -0.419 0.073 -0.187 -0.798
H 4.66818 3.05676 3.33587 -0.004 0.091 -0.045 0.387
H 1.90638 1.09766 1.75597 -0.021 0.162 -0.151 0.084
N 0.86288 1.03226 -2.00973 0.233 0.141 0.923 0.853
C -2.64232 -2.79614 -2.56483 0.013 -0.226 -0.186 0.250
H 4.98668 1.74166 -0.59943 0.037 0.010 0.116 0.436
H 4.34288 1.41526 1.48147 0.100 -0.044 -0.061 0.402
H 2.28508 1.22316 3.89707 -0.108 -0.099 0.033 0.226
H -0.69992 -1.56154 6.59207 -0.031 0.034 0.063 0.450
C 3.68588 2.27626 1.60237 -0.088 0.152 -0.043 -0.944
C -1.95972 -1.32924 4.87997 0.479 -0.212 0.479 -0.892
H -5.48002 -0.37444 -0.73173 -0.121 -0.085 -0.048 0.304
H -2.21852 -3.54724 -3.23383 0.072 0.060 0.036 0.447
C -0.27832 0.76656 -2.84903 -0.738 -0.013 -0.661 -0.600
H 1.63078 2.80096 1.35217 0.109 -0.208 0.000 0.442
C -3.61272 -2.39004 -0.48613 -0.022 -1.072 -0.030 0.338
C -2.82352 -3.45984 -1.17003 0.178 0.276 0.064 -0.891
C 0.83218 1.33446 -0.70033 0.390 -0.083 -0.029 -0.561
H 2.97858 3.52056 3.21227 0.032 0.106 0.019 0.381
C -3.91892 -2.23824 -3.22653 0.135 0.198 -0.017 -0.966
H 3.97878 0.70756 3.89517 0.058 -0.133 -0.015 0.306
H -1.90862 -1.98584 -2.46633 -0.033 -0.062 -0.022 -0.399
H -2.42422 2.42466 -1.56413 -0.100 0.012 -0.083 0.080
H -1.41222 1.63236 -4.43393 -0.005 -0.070 -0.085 0.508
H 3.41308 1.89846 5.05707 -0.020 -0.035 0.152 0.444
C 2.73688 -2.33724 3.28157 -0.351 0.010 -0.646 -0.531
C 2.73568 0.80506 -3.66673 0.101 -0.059 -0.067 -0.739
C 3.67478 2.69106 3.07827 -0.014 -0.228 -0.072 -0.874
H -2.85982 -1.15994 5.45227 -0.028 -0.031 0.036 0.434
C -0.88132 -1.48974 2.72937 -0.458 0.752 -1.492 -0.197
C -2.02782 -1.31904 3.48167 0.242 0.118 -1.076 -0.121
H 1.66898 -2.12254 6.48697 0.040 0.025 0.166 0.464
Se -0.69462 1.37666 0.38847 -0.522 -1.189 0.376 -0.235
C 4.10888 0.86606 -3.76093 -0.268 -0.040 -0.052 -0.983
C 2.78038 -2.34364 4.67877 -0.432 0.123 0.565 -0.725
H 4.58828 0.65666 -4.70243 0.036 0.003 -0.146 0.444
H 2.12608 0.56986 -4.52363 -0.072 -0.057 -0.102 0.452
H -4.66712 -3.02994 -3.29093 -0.086 -0.062 -0.086 0.307
I 1.46208 -2.16734 0.48557 -0.514 0.674 1.407 0.033
C -1.03282 3.22286 -3.03963 -0.113 -0.165 -0.121 -0.284
H -2.69722 4.10276 -2.00793 -0.130 0.084 0.081 0.361
H -3.35552 -4.40554 -1.25173 -0.058 0.008 0.020 0.401
N 2.08008 1.57716 -0.24603 -0.789 -0.189 -0.553 0.658
Rh -0.98522 -1.06374 0.64667 0.070 -0.589 1.359 0.492
C 1.54548 -2.06234 2.66007 0.607 -0.082 -0.453 0.498
H -1.12792 0.53866 -2.19573 0.174 -0.004 -0.139 -0.293
O -3.05532 -1.39784 0.00417 0.274 1.132 0.764 -0.740
H 5.96758 1.24096 -2.77003 0.089 0.013 0.008 0.441
C 3.31268 1.55716 4.03157 0.004 0.202 -0.074 -1.095
C 2.96108 1.39616 -1.29453 -0.117 -0.168 -0.799 1.202
C 0.35928 -1.76554 3.35147 0.064 -0.068 -0.451 1.058
H 3.70768 -2.57064 5.17627 0.144 -0.034 0.073 0.456
C -5.45952 -1.23364 -1.40253 0.092 0.588 -0.168 -1.005
C 2.17408 1.05906 -2.42093 0.691 0.152 0.370 0.554
C 2.27498 1.93576 1.15057 0.205 0.178 1.031 -0.307

***

E_tot in Ha, matching the order above: -1478.7325 -4425.8224 -4253.3231